A single C4H10N2O2 molecule. Source: OMol25; level of theory: ωB97M-V/def2-TZVPD.

**HOMO energy**: -9.57 eV
**SMILES string**: [H]/N=C(\C)[C@](N)(O)OC
**M**: 118.14 g mol⁻¹
**Orbital gap**: 10.5 eV

```
! wB97M-V def2-TZVPD RIJCOSX def2/J DEFGRID3
* xyz 0 1
H 0.674 2.923 -0.379
N 0.554 2.102 0.213
C 0.723 1.012 -0.406
C 0.993 0.814 -1.865
C 0.555 -0.253 0.417
N 0.643 -0.048 1.757
O 1.161 -1.388 -0.011
O -0.976 -0.749 -0.246
C -1.966 -1.155 0.655
H 1.910 0.239 -2.000
H 1.087 1.773 -2.373
H 0.171 0.247 -2.303
H 0.469 -0.842 2.353
H 0.364 0.873 2.066
H 0.386 -1.700 -0.613
H -2.618 -0.323 0.950
H -1.547 -1.587 1.580
H -2.586 -1.937 0.205
*
```

Löwdin atomic charge list, values in e, 2 entries: 0.0645, 0.1570

---

7 unconnected molecules or ions with the total composition H14O7. Source: OMol25; level of theory: ωB97M-V/def2-TZVPD.

**HOMO energy**: -11.29 eV
**SMILES string**: O.O.O.O.O.O.O
**M**: 126.10 g mol⁻¹
**Orbital gap**: 11.4 eV

```
! wB97M-V def2-TZVPD RIJCOSX def2/J DEFGRID3
* xyz 0 1
O -1.437 -2.919 -0.034
H -1.542 -2.995 0.919
H -1.979 -2.104 -0.238
O -2.593 -0.553 -0.450
H -2.302 0.152 0.168
H -2.543 -0.253 -1.352
O -1.382 1.728 0.418
H -0.765 1.779 -0.348
H -0.755 1.536 1.145
O 1.442 1.459 2.733
H 2.108 1.990 2.300
H 1.483 0.723 2.104
O -0.004 1.079 -1.865
H 0.826 1.375 -1.496
H -0.200 0.181 -1.525
O 2.577 0.789 0.326
H 3.353 1.265 0.068
H 2.519 -0.100 -0.033
O 0.510 -1.415 -0.831
H -0.359 -1.825 -0.550
H 1.043 -1.891 -1.459
*
```

Löwdin atomic charge list, values in e, 2 entries: -0.0728, 0.0640

---

A molecular structure, C4H8ClEuN2O2PS. Source: OMol25; level of theory: ωB97M-V/def2-TZVPD.

**HOMO energy (alpha / beta)**: -15.23 / -15.23 eV
**M**: 366.58 g mol⁻¹
**Orbital gap (alpha / beta)**: 5.3 / 5.5 eV
**⟨S²⟩**: 15.7594

```
! wB97M-V def2-TZVPD RIJCOSX def2/J DEFGRID3
* xyz 2 8
N 2.718 -3.058 0.628
C 2.701 -1.779 0.355
O 2.426 -0.401 -0.163
N 1.946 0.370 0.864
C 1.253 1.534 0.192
Cl 2.008 1.660 -1.537
C -0.358 1.346 -0.043
O -1.065 0.613 1.019
C -1.095 -0.838 0.777
P -2.206 -1.377 -0.698
S -0.946 -1.781 -2.177
H 2.835 0.740 1.317
H 1.419 2.575 0.722
H -0.513 0.928 -1.125
H -0.823 2.446 -0.051
H -1.570 -1.338 1.749
H -0.050 -1.336 0.604
H -3.036 -0.249 -1.144
H -3.009 -2.551 -0.363
Eu -2.636 2.494 -0.926
*
```

Löwdin atomic charge list, values in e, 2 entries: 0.1631, -0.0890

---

A single C6H7N molecule. Source: OMol25; level of theory: ωB97M-V/def2-TZVPD.

**HOMO energy**: -10.52 eV
**SMILES string**: C#C[C@@H](C)CC#N
**M**: 93.13 g mol⁻¹
**Orbital gap**: 11.3 eV

```
! wB97M-V def2-TZVPD RIJCOSX def2/J DEFGRID3
* xyz 0 1
C -2.349 0.949 1.154
C -1.262 0.730 0.685
C 0.038 0.489 0.041
C 1.140 0.087 1.030
C -0.142 -0.578 -1.064
C 1.037 -0.651 -1.934
N 1.973 -0.675 -2.611
H -3.314 1.160 1.562
H 0.337 1.425 -0.446
H 0.940 -0.901 1.458
H 2.106 0.053 0.514
H 1.212 0.808 1.849
H -0.314 -1.560 -0.607
H -1.018 -0.344 -1.677
*
```

Löwdin atomic charge list, values in e, 2 entries: 0.1273, -0.1199

---

A single C14H20N2O3S molecule. Source: OMol25; level of theory: ωB97M-V/def2-TZVPD.

**HOMO energy**: -8.58 eV
**SMILES string**: CSCC[C@H](N)C(=O)N[C@@H](Cc1ccccc1)C(=O)O
**M**: 296.39 g mol⁻¹
**Orbital gap**: 9.1 eV

```
! wB97M-V def2-TZVPD RIJCOSX def2/J DEFGRID3
* xyz 0 1
C 0.373 4.349 -2.230
S 1.267 3.393 -0.965
C -0.114 3.021 0.115
C -1.108 2.004 -0.624
C -0.460 0.620 -0.892
N 0.271 0.394 -2.226
C -1.607 -0.413 -0.965
O -2.729 0.089 -1.396
N -1.362 -1.726 -0.464
C -0.016 -2.383 -0.630
C 0.587 -2.886 0.705
C 0.680 -1.844 1.739
C 1.798 -1.041 1.946
C 1.709 0.137 2.747
C 0.625 0.549 3.493
C -0.502 -0.379 3.412
C -0.480 -1.446 2.492
C -0.217 -3.559 -1.642
O -1.235 -4.045 -2.027
O 1.016 -4.128 -1.722
H 0.263 3.577 -3.187
H -0.638 4.855 -1.902
H 1.205 5.282 -2.472
H -0.623 3.896 0.453
H 0.221 2.554 1.091
H -1.365 2.533 -1.611
H -1.999 1.905 0.035
H 0.303 0.410 -0.180
H 0.756 1.418 -2.448
H -0.644 0.224 -2.964
H -2.101 -2.419 -0.524
H 0.568 -1.603 -1.172
H 1.614 -3.394 0.446
H -0.017 -3.724 1.191
H 2.725 -1.328 1.466
H 2.691 0.715 2.750
H 0.554 1.468 4.123
H -1.514 -0.194 3.875
H -1.409 -1.922 2.435
H 0.916 -4.954 -2.271
*
```

Löwdin atomic charge list, values in e, 2 entries: -0.4646, 0.7508

---

A molecular structure, C37H74BBrF5N2O15P2S. Source: OMol25; level of theory: ωB97M-V/def2-TZVPD.

**HOMO energy**: -11.36 eV
**M**: 1066.72 g mol⁻¹
**Orbital gap**: 9.4 eV

```
! wB97M-V def2-TZVPD RIJCOSX def2/J DEFGRID3
* xyz 1 1
C 3.438 3.533 -0.999
C 3.268 1.995 -0.932
C 1.880 1.656 -0.295
C 1.023 0.733 -1.202
C 0.406 -0.477 -0.444
C -1.099 -0.742 -0.673
C -2.133 -0.130 0.307
B -2.240 1.469 -0.111
O -2.157 1.898 -1.424
N -2.311 2.480 0.957
C -0.971 3.107 1.130
C -3.217 3.596 0.582
N -1.573 -0.038 1.694
C -1.311 -1.382 2.268
O -0.489 -1.243 3.382
C 0.908 -1.417 3.137
C 1.576 -2.240 4.238
O 2.961 -2.236 4.001
C 3.370 -3.126 2.975
C 4.029 -2.318 1.846
C -2.703 -1.974 2.643
P -2.458 -3.819 2.544
O -3.598 -4.457 3.219
P -3.052 -1.763 4.524
C -1.982 -2.947 5.463
O -2.588 -0.226 4.959
C -3.905 -1.554 1.718
C -5.168 -1.037 2.418
S -5.150 0.493 3.327
O -4.108 1.403 2.934
O -6.460 1.043 3.226
C -3.529 -0.843 0.331
Br -4.774 0.648 -0.081
C -3.831 -1.853 -0.795
F -3.247 -3.038 -0.595
F -5.147 -2.124 -0.669
C -3.645 -1.520 -2.328
F -4.662 -2.006 -2.993
F -3.492 -0.268 -2.677
F -2.587 -2.198 -2.776
H 2.492 4.039 -1.197
H 4.115 3.831 -1.797
H 3.829 3.918 -0.057
H 3.325 1.643 -1.958
H 4.063 1.609 -0.301
H 2.078 1.190 0.676
H 1.399 2.611 -0.116
H 0.294 1.312 -1.770
H 1.730 0.345 -1.931
H 0.728 -0.400 0.596
H 0.918 -1.353 -0.838
H -1.216 -1.831 -0.627
H -1.305 -0.492 -1.705
H -3.033 2.052 -1.818
H -0.284 2.494 1.723
H -1.135 4.009 1.719
H -0.552 3.443 0.177
H -2.681 4.477 0.236
H -3.931 3.349 -0.201
H -3.797 3.843 1.473
H -2.258 0.430 2.326
H -0.767 0.591 1.734
H -0.827 -2.072 1.571
H 1.394 -0.437 3.135
H 1.164 -1.895 2.188
H 1.393 -1.812 5.223
H 1.222 -3.278 4.238
H 4.093 -3.866 3.318
H 2.530 -3.671 2.529
H 4.660 -1.570 2.320
H 4.664 -2.938 1.216
H 3.274 -1.841 1.222
H -2.397 -4.232 1.195
H -1.214 -4.154 3.128
H -1.016 -3.136 5.005
H -1.772 -2.419 6.399
H -2.535 -3.840 5.730
H -1.661 -0.231 5.250
H -4.267 -2.533 1.390
H -5.449 -1.808 3.141
H -6.016 -1.030 1.741
H -4.973 0.155 4.635
O 6.675 -0.486 -0.788
C 7.243 -1.519 -1.031
O 7.606 -2.323 -0.021
C 8.147 -3.645 -0.191
C 9.632 -3.608 -0.473
C 7.620 -1.891 -2.446
H 7.593 -4.193 -0.954
H 7.969 -4.161 0.751
H 9.855 -3.077 -1.400
H 10.030 -4.618 -0.550
H 10.158 -3.083 0.327
H 8.524 -1.351 -2.723
H 6.809 -1.591 -3.106
H 7.776 -2.956 -2.601
O -5.331 2.518 -2.180
C -6.294 3.225 -2.395
O -6.105 4.507 -2.677
C -7.154 5.406 -3.092
C -7.914 5.950 -1.900
C -7.695 2.682 -2.267
H -7.803 4.928 -3.824
H -6.662 6.219 -3.607
H -8.409 5.159 -1.335
H -8.670 6.664 -2.226
H -7.231 6.451 -1.212
H -7.968 2.656 -1.212
H -7.707 1.669 -2.665
H -8.441 3.247 -2.818
O 9.298 -6.366 -0.200
C 9.153 -7.133 0.717
O 7.910 -7.432 1.130
C 7.613 -8.437 2.106
C 7.774 -7.910 3.517
C 10.341 -7.694 1.460
H 8.207 -9.335 1.926
H 6.574 -8.714 1.938
H 8.798 -7.599 3.720
H 7.496 -8.673 4.244
H 7.139 -7.035 3.667
H 10.704 -6.946 2.163
H 11.123 -7.913 0.736
H 10.138 -8.620 1.993
O -6.454 6.555 -5.765
C -5.433 7.190 -5.818
O -5.479 8.521 -5.654
C -4.321 9.357 -5.550
C -3.766 9.715 -6.913
C -4.116 6.524 -6.143
H -3.572 8.898 -4.901
H -4.655 10.262 -5.045
H -3.441 8.832 -7.463
H -2.917 10.391 -6.814
H -4.533 10.201 -7.516
H -4.057 6.368 -7.219
H -4.089 5.559 -5.640
H -3.242 7.077 -5.810
*
```

Löwdin atomic charge list, values in e, 2 entries: -0.1085, -0.2201